*1*
Formula: C47H46N7O3PRbS4
Source: the OMol25 dataset
Level of theory: wB97M-V/def2-TZVPD

As for the lowest unoccupied orbital energy: 1.8 eV. As for the net charge: -1. The highest occupied orbital energy is -3.1 eV. The value obtained for the HOMO-LUMO gap is 0.18028 Eh.

```
109
Properties=species:S:1:pos:R:3:mulliken_charge:R:1
Rb -0.37 0.06 -0.70 1.343
N -0.70 -0.35 2.57 1.394
C -0.49 0.48 3.66 -0.244
C -0.50 -0.05 4.96 -0.665
C -0.20 0.73 6.06 -0.589
C 0.11 2.08 5.91 -0.998
C 0.09 2.62 4.63 -0.450
C -0.20 1.85 3.51 0.174
P -0.19 2.53 1.81 1.258
C 0.60 4.17 2.02 -0.025
C -0.08 5.34 2.37 -0.167
C 0.60 6.55 2.47 -0.657
C 1.96 6.61 2.23 -0.557
C 2.65 5.45 1.88 -0.610
C 1.97 4.25 1.76 -0.406
C -1.93 3.00 1.55 0.285
C -2.96 2.70 2.43 -0.462
C -4.28 2.99 2.09 -0.582
C -4.57 3.59 0.87 -0.644
C -3.54 3.90 -0.01 -0.460
C -2.23 3.61 0.33 -0.091
H -0.99 -1.31 2.75 0.323
H -1.36 -0.02 1.85 -0.983
H -0.76 -1.10 5.09 0.551
H -0.21 0.28 7.05 0.365
H 0.35 2.69 6.76 0.411
H 0.32 3.67 4.50 0.373
H -1.15 5.30 2.55 0.483
H 0.05 7.44 2.75 0.408
H 2.49 7.55 2.31 0.371
H 3.72 5.49 1.68 0.449
H 2.50 3.35 1.46 0.297
H -2.75 2.21 3.37 0.332
H -5.08 2.72 2.77 0.380
H -5.60 3.79 0.60 0.341
H -3.77 4.36 -0.97 0.384
H -1.43 3.83 -0.38 0.043
O -3.19 -0.04 -1.58 -0.813
C -3.24 -0.35 -0.36 0.014
O -2.56 0.24 0.53 -0.563
C -4.11 -1.49 0.08 -0.288
C -5.48 -1.38 -0.12 -0.360
C -6.36 -2.35 0.32 -0.713
C -5.85 -3.47 0.96 -0.475
C -4.48 -3.61 1.14 -0.653
C -3.56 -2.64 0.71 0.510
S -1.84 -2.92 0.87 -0.262
H -5.85 -0.49 -0.64 0.360
H -7.43 -2.25 0.17 0.366
H -6.51 -4.25 1.32 0.324
H -4.08 -4.49 1.62 0.389
C 4.09 -0.28 -0.20 -0.703
C 3.73 1.09 -0.66 0.698
N 2.57 1.42 -1.14 -0.114
C 2.53 2.75 -1.49 -0.217
C 3.68 3.45 -1.27 -0.314
S 4.86 2.41 -0.60 -0.311
C 1.30 3.31 -2.08 -0.004
C 1.10 4.61 -2.43 -0.480
S -0.45 4.77 -3.13 -0.288
C -0.74 3.09 -2.90 0.389
N 0.25 2.46 -2.34 -0.022
C -2.02 2.44 -3.30 -0.654
H 4.47 -0.26 0.82 0.148
H 4.86 -0.72 -0.83 0.359
H 3.21 -0.92 -0.23 -0.037
H 3.87 4.49 -1.47 0.412
H 1.77 5.44 -2.31 0.416
H -2.79 3.18 -3.55 0.429
H -2.40 1.78 -2.51 0.015
H -1.85 1.81 -4.19 0.259
N -1.35 -2.18 -4.72 0.047
C -0.09 -2.56 -5.10 -0.538
C 0.73 -2.16 -4.09 -0.452
N 0.00 -1.55 -3.10 -0.059
C -1.25 -1.57 -3.51 -0.533
H -2.21 -2.35 -5.20 0.191
H 0.10 -3.08 -6.03 0.382
H 1.80 -2.28 -4.01 0.382
H -2.11 -1.18 -2.97 0.480
C 4.42 -1.24 3.67 -0.633
C 3.63 -2.28 4.45 -0.305
C 2.13 -2.21 4.18 -0.815
N 1.77 -2.26 2.77 0.578
C 1.96 -3.29 1.93 -0.579
S 1.70 -3.20 0.31 -0.080
N 2.34 -4.47 2.59 0.420
C 2.93 -5.60 2.05 -0.088
O 2.76 -6.68 2.57 -0.629
C 3.89 -5.42 0.91 0.399
C 4.86 -4.43 0.98 0.303
C 5.81 -4.33 -0.03 -0.668
C 5.78 -5.20 -1.11 -0.452
C 4.81 -6.20 -1.16 -0.570
C 3.88 -6.32 -0.14 -0.531
H 5.48 -1.29 3.90 0.427
H 4.07 -0.23 3.91 0.381
H 4.29 -1.39 2.60 -0.340
H 3.77 -2.14 5.53 0.437
H 4.01 -3.28 4.22 0.267
H 1.73 -1.27 4.55 0.312
H 1.61 -2.99 4.75 0.119
H 1.22 -1.49 2.38 -0.137
H 1.90 -4.65 3.48 0.211
H 4.86 -3.73 1.80 0.267
H 6.57 -3.55 0.02 0.422
H 6.51 -5.11 -1.90 0.384
H 4.78 -6.88 -2.00 0.380
H 3.12 -7.09 -0.17 0.429
```


*2*
Formula: C47H46N7O3PRbS4
Source: the OMol25 dataset
Level of theory: wB97M-V/def2-TZVPD

As for the lowest unoccupied orbital energy (spin up / spin down): 1.9 / 1.9 eV. As for the net charge: -1. The highest occupied orbital energy (spin up / spin down) is -3.1 / -4.6 eV. The value obtained for the HOMO-LUMO gap (spin up / spin down) is 0.18158 / 0.23601 Eh.

```
109
Properties=species:S:1:pos:R:3:mulliken_charge:R:1
Rb -1.45 1.24 -0.81 0.947
N -0.50 -0.13 -3.43 0.385
C 0.39 -1.10 -3.85 -0.455
C 0.74 -1.19 -5.20 -0.874
C 1.66 -2.12 -5.64 -0.605
C 2.24 -3.01 -4.74 -0.835
C 1.90 -2.93 -3.40 -0.144
C 0.99 -1.98 -2.93 0.602
P 0.60 -1.78 -1.16 0.538
C 2.06 -2.54 -0.36 0.329
C 3.20 -1.75 -0.25 -0.484
C 4.35 -2.24 0.36 -0.515
C 4.36 -3.54 0.86 -0.574
C 3.23 -4.33 0.77 -0.795
C 2.08 -3.84 0.16 -0.059
C -0.72 -3.01 -0.86 1.316
C -1.53 -2.81 0.26 -0.325
C -2.61 -3.64 0.51 -0.642
C -2.92 -4.67 -0.37 -0.725
C -2.13 -4.87 -1.49 -0.707
C -1.04 -4.05 -1.74 -0.729
H -1.10 -0.39 -2.67 -0.469
H -1.04 0.35 -4.15 0.236
H 0.28 -0.50 -5.90 0.512
H 1.91 -2.17 -6.69 0.359
H 2.96 -3.74 -5.08 0.417
H 2.37 -3.60 -2.69 0.475
H 3.19 -0.73 -0.62 0.297
H 5.22 -1.61 0.45 0.437
H 5.25 -3.92 1.34 0.379
H 3.23 -5.34 1.16 0.386
H 1.20 -4.46 0.07 0.380
H -1.32 -1.97 0.92 0.326
H -3.24 -3.46 1.38 0.422
H -3.78 -5.30 -0.18 0.363
H -2.38 -5.66 -2.19 0.388
H -0.44 -4.20 -2.63 0.393
O -2.57 1.66 -4.75 -0.866
C -3.14 2.14 -3.75 0.634
O -3.28 1.53 -2.64 -0.381
C -3.72 3.52 -3.77 -0.466
C -3.65 4.32 -4.91 -0.285
C -4.17 5.60 -4.89 -0.635
C -4.74 6.09 -3.72 -0.425
C -4.81 5.31 -2.59 -0.629
C -4.30 4.00 -2.59 0.709
S -4.39 2.99 -1.18 -0.289
H -3.19 3.90 -5.79 0.435
H -4.12 6.23 -5.78 0.367
H -5.14 7.10 -3.70 0.353
H -5.25 5.70 -1.68 0.402
C -2.71 1.48 2.70 -0.544
C -3.61 0.43 2.13 0.031
N -3.56 -0.01 0.91 0.709
C -4.53 -0.95 0.66 -0.528
C -5.31 -1.26 1.73 -0.606
S -4.86 -0.31 3.07 -0.332
C -4.66 -1.53 -0.69 -0.037
C -5.77 -2.20 -1.12 -0.479
S -5.55 -2.69 -2.74 -0.333
C -3.97 -1.98 -2.73 0.258
N -3.65 -1.42 -1.61 0.514
C -3.13 -1.99 -3.96 -0.433
H -2.80 2.40 2.13 0.194
H -1.67 1.15 2.64 -0.116
H -2.94 1.69 3.74 0.448
H -6.11 -1.98 1.78 0.455
H -6.68 -2.38 -0.58 0.466
H -3.56 -2.64 -4.72 0.586
H -2.12 -2.34 -3.74 -0.196
H -3.06 -0.97 -4.36 0.024
N 2.19 -1.54 3.04 0.263
C 2.48 -0.13 3.16 -0.122
C 1.37 0.45 2.27 -2.210
N 0.27 -0.51 2.37 0.087
C 0.82 -1.58 2.77 -0.976
H 2.52 -2.16 3.76 0.334
H 2.43 0.19 4.21 0.117
H 1.76 0.37 1.25 0.319
H 0.30 -2.53 2.86 0.458
C 1.70 1.77 7.22 -1.401
C 1.69 2.33 5.81 0.202
C 0.52 1.76 5.00 -0.888
N 0.32 2.24 3.64 0.068
C 1.18 1.95 2.52 1.212
S 0.55 2.89 1.11 -0.582
N 2.65 2.35 2.76 -0.119
C 3.69 1.60 2.28 0.208
O 3.73 0.27 2.65 -0.384
C 4.79 2.08 1.57 0.912
C 4.78 3.37 0.96 -0.763
C 5.89 3.83 0.28 -0.642
C 7.04 3.05 0.16 -0.530
C 7.07 1.79 0.74 -0.638
C 5.97 1.30 1.43 -0.421
H 2.51 2.19 7.82 0.403
H 1.82 0.68 7.21 0.294
H 0.76 1.98 7.74 0.332
H 2.64 2.12 5.31 -0.016
H 1.60 3.42 5.83 0.380
H -0.40 1.99 5.55 0.552
H 0.58 0.67 4.98 0.081
H -0.04 3.18 3.57 0.288
H 2.75 3.33 2.53 0.324
H 3.88 3.96 0.98 0.341
H 5.84 4.81 -0.19 0.385
H 7.90 3.42 -0.39 0.371
H 7.95 1.17 0.65 0.375
H 6.01 0.32 1.89 0.431
```


Which structure wins on stability? *1* wins.